## i
Here is 2 unconnected molecules or ions with the total composition C10H18N3O from the OMol25 dataset. Energies are from wB97M-V/def2-TZVPD.

CARTESIAN COORDINATES (ANGSTROEM)
C  0.582  -2.202  0.872
C  -0.981  -2.369  0.960
C  1.104  -0.150  2.129
N  1.221  -1.536  1.998
N  2.104  0.548  1.602
N  0.031  0.450  2.580
H  1.067  -3.141  0.663
H  0.678  -1.533  0.002
H  -1.335  -2.886  0.058
H  -1.360  -1.364  0.724
H  1.568  -2.007  2.814
H  2.915  -0.002  1.351
H  2.174  1.553  1.597
H  -0.819  -0.074  2.765
H  -0.193  1.429  2.670
H  -1.359  -2.677  1.923
C  -1.216  3.150  -0.614
C  0.574  1.632  -1.242
C  -0.804  1.841  -1.282
C  1.107  0.412  -1.742
C  0.225  -0.617  -2.095
C  -1.643  0.830  -1.721
C  -1.124  -0.439  -1.891
O  0.775  -1.743  -2.609
H  1.194  2.451  -0.923
H  2.120  0.536  -2.159
H  -2.235  3.124  -0.220
H  -1.212  3.858  -1.456
H  -2.719  0.859  -1.740
H  0.142  -2.270  -3.111
H  -1.847  -1.213  -2.164
H  -0.735  3.549  0.264

Properties
- orbital gap (eV) = 8.3
- total charge = +1
- E_LUMO (Ha) = -0.115


## ii
Here is 2 unconnected molecules or ions with the total composition C10H18N3O from the OMol25 dataset. Energies are from wB97M-V/def2-TZVPD.

CARTESIAN COORDINATES (ANGSTROEM)
C  0.977  -2.935  1.588
C  -1.666  -0.926  -0.242
C  -0.614  -1.784  0.023
C  -2.204  -0.162  0.791
C  -0.069  -1.880  1.300
C  -1.642  -0.191  2.043
C  -0.599  -1.081  2.303
O  -3.222  0.734  0.535
H  -2.110  -0.741  -1.222
H  -0.208  -2.355  -0.801
H  -4.039  0.276  0.311
H  -2.007  0.474  2.823
H  1.891  -2.770  1.025
H  0.597  -3.899  1.237
H  -0.201  -1.099  3.312
H  1.118  -3.027  2.660
C  1.682  0.284  -1.465
C  2.430  1.089  -2.533
C  0.071  1.760  -0.361
N  1.233  1.126  -0.335
N  -0.351  2.407  0.742
N  -0.610  1.871  -1.494
H  0.842  -0.302  -1.812
H  2.376  -0.418  -1.016
H  3.369  0.630  -2.818
H  2.666  2.092  -2.178
H  1.571  0.826  0.566
H  -0.143  1.959  1.624
H  -1.297  2.779  0.725
H  -0.189  1.702  -2.392
H  -1.498  2.358  -1.494
H  1.845  1.204  -3.443

Properties
- orbital gap (eV) = 9.6
- total charge = +1
- E_LUMO (Ha) = -0.094


## iii
Here is a gas-phase ion, C10H18N3O (charge +1) from the OMol25 dataset. Energies are from wB97M-V/def2-TZVPD.

CARTESIAN COORDINATES (ANGSTROEM)
C  0.206  0.765  3.841
C  0.997  0.075  2.995
C  -1.140  -0.317  2.622
C  -0.481  1.938  -1.960
C  -1.087  0.546  -2.156
C  0.924  1.869  -1.302
C  -1.116  -0.200  -0.800
C  0.932  0.944  -0.026
C  -0.417  -2.614  0.650
C  0.467  -1.390  1.029
N  -1.121  0.434  3.669
N  0.121  -0.723  2.242
N  0.307  -0.326  -0.351
O  1.787  -1.710  1.066
H  0.465  1.558  4.584
H  1.957  0.337  2.584
H  -2.115  -0.658  2.296
H  -0.430  2.271  -2.982
H  -1.014  2.643  -1.377
H  -2.168  0.454  -2.478
H  -0.468  -0.017  -2.832
H  1.593  1.485  -2.008
H  1.279  2.915  -0.992
H  -1.642  0.532  -0.071
H  -1.529  -1.161  -0.883
H  1.864  0.772  0.322
H  0.431  1.577  0.822
H  -0.407  -2.932  -0.340
H  -0.478  -3.572  1.319
H  -1.480  -2.274  0.970
H  0.908  -0.808  -1.120
H  1.860  -2.608  0.710

Properties
- orbital gap (eV) = 9.6
- total charge = +1
- E_LUMO (Ha) = -0.110


Order from most stable to least stable according to the calculation: ii, i, iii


## i
Here is a molecular structure, C5H6S2 from the OMol25 dataset. Energies are from wB97M-V/def2-TZVPD.

CARTESIAN COORDINATES (ANGSTROEM)
C  -0.275  1.183  0.043
C  -1.587  1.538  0.158
C  1.169  -0.907  0.722
C  1.235  -0.844  -0.747
C  0.104  -0.186  -0.008
S  -2.874  0.419  0.051
S  -1.845  -1.342  -0.079
H  0.500  1.846  0.129
H  -2.041  2.463  -0.063
H  0.975  -1.789  1.164
H  1.878  -0.395  1.176
H  1.892  -0.165  -1.169
H  0.867  -1.821  -1.377

Properties
- orbital gap (eV) = 7.5
- E_LUMO (Ha) = 0.002


## ii
Here is a single C5H6S2 molecule from the OMol25 dataset. Energies are from wB97M-V/def2-TZVPD.

CARTESIAN COORDINATES (ANGSTROEM)
C  -1.797  1.043  0.243
C  -0.479  1.172  -0.200
C  -2.238  -0.200  0.491
C  0.204  -0.034  -0.255
C  1.523  -0.608  -0.611
S  -0.939  -1.321  0.141
S  2.998  -0.354  0.549
H  -2.240  2.047  0.329
H  -0.214  2.097  -0.459
H  -3.101  -0.781  0.712
H  1.415  -1.663  -0.772
H  1.943  -0.108  -1.516
H  2.927  -1.291  1.348

Properties
- orbital gap (eV) = 9.6
- E_LUMO (Ha) = 0.026


Order from most stable to least stable according to the calculation: ii, i


## i
Here is a gas-phase ion, C2H6N3O (charge +1) from the OMol25 dataset. Energies are from wB97M-V/def2-TZVPD.

CARTESIAN COORDINATES (ANGSTROEM)
C  -1.984  0.484  -0.370
C  -0.691  -0.913  0.680
N  -1.888  -0.750  -0.145
N  -0.064  0.379  0.815
N  1.054  0.624  -0.155
O  -1.077  1.257  0.239
H  -2.482  0.876  -1.226
H  -0.864  -1.088  1.830
H  -0.109  -1.763  0.241
H  1.315  1.675  -0.206
H  0.785  0.381  -1.094
H  1.692  -0.006  0.307

Properties
- orbital gap (eV) = 10.8
- total charge = +1
- E_LUMO (Ha) = -0.151


## ii
Here is a gas-phase ion, C2H6N3O (charge +1) from the OMol25 dataset. Energies are from wB97M-V/def2-TZVPD.

CARTESIAN COORDINATES (ANGSTROEM)
C  1.388  -1.108  -0.258
C  -0.499  -0.082  0.304
N  1.585  -0.228  0.804
N  0.600  0.335  1.176
N  -1.200  1.201  -0.243
O  0.040  -0.832  -0.705
H  2.085  -1.062  -1.100
H  1.507  -2.038  0.158
H  -1.348  -0.757  0.838
H  -1.895  1.538  0.415
H  -1.619  1.006  -1.101
H  -0.643  2.026  -0.289

Properties
- orbital gap (eV) = 10.7
- total charge = +1
- E_LUMO (Ha) = -0.153


Order from most stable to least stable according to the calculation: ii, i


## i
Here is a single C3H4O3 molecule from the OMol25 dataset. Energies are from wB97M-V/def2-TZVPD.

CARTESIAN COORDINATES (ANGSTROEM)
O  2.113  0.200  -0.745
C  1.025  0.074  -0.253
O  0.065  1.135  -0.050
C  -0.055  2.117  -0.914
C  -0.830  -1.074  0.754
O  0.549  -1.017  0.301
H  -1.101  -0.218  1.357
H  0.610  1.796  -1.713
H  -0.866  -1.971  1.353
H  -1.502  -1.217  -0.100

Properties
- orbital gap (eV) = 9.4
- E_LUMO (Ha) = 0.002


## ii
Here is a single C3H4O3 molecule from the OMol25 dataset. Energies are from wB97M-V/def2-TZVPD.

CARTESIAN COORDINATES (ANGSTROEM)
O  -1.242  -0.519  -1.734
C  -0.521  0.301  -0.870
C  -0.047  -0.494  0.338
O  -0.151  -1.709  0.353
C  0.381  0.251  1.546
O  1.617  0.652  1.424
H  -1.097  -1.426  -1.411
H  0.379  0.721  -1.354
H  -1.134  1.151  -0.540
H  1.851  1.134  2.235

Properties
- orbital gap (eV) = 9.3
- E_LUMO (Ha) = -0.003


## iii
Here is a single C3H4O3 molecule from the OMol25 dataset. Energies are from wB97M-V/def2-TZVPD.

CARTESIAN COORDINATES (ANGSTROEM)
O  0.300  -1.147  -0.471
C  -0.671  -0.141  -0.602
C  -0.924  0.954  0.332
O  -0.190  1.126  -0.892
C  1.417  -0.940  0.263
O  1.515  -0.280  1.258
H  -1.449  -0.538  -1.254
H  -1.903  1.432  0.330
H  -0.335  1.031  1.239
H  2.242  -1.496  -0.202

Properties
- orbital gap (eV) = 11.9
- E_LUMO (Ha) = 0.036


## iv
Here is a single C3H4O3 molecule from the OMol25 dataset. Energies are from wB97M-V/def2-TZVPD.

CARTESIAN COORDINATES (ANGSTROEM)
C  1.296  -0.200  0.041
C  -1.132  -0.180  0.562
C  -0.075  0.438  -0.017
O  2.294  0.381  0.375
O  1.330  -1.474  -0.410
O  -0.103  1.637  -0.559
H  -2.055  0.436  0.542
H  -1.043  -1.116  1.005
H  0.543  -1.766  -1.013
H  -1.057  1.843  -0.525

Properties
- orbital gap (eV) = 10.2
- E_LUMO (Ha) = 0.016


Order from most stable to least stable according to the calculation: iv, iii, ii, i


## i
Here is a single C3H4O3 molecule from the OMol25 dataset. Energies are from wB97M-V/def2-TZVPD.

CARTESIAN COORDINATES (ANGSTROEM)
C  0.376  -0.489  -0.880
C  -0.732  -0.300  0.034
C  -0.624  0.666  1.139
H  1.737  0.731  0.034
H  1.037  -1.528  -0.791
H  -0.122  -0.513  -1.927
H  -1.511  0.673  1.655
O  1.160  0.690  -0.738
O  -1.679  -0.965  -0.194
O  0.357  1.036  1.668

Properties
- orbital gap (eV) = 9.0
- E_LUMO (Ha) = -0.029


## ii
Here is a single C3H4O3 molecule from the OMol25 dataset. Energies are from wB97M-V/def2-TZVPD.

CARTESIAN COORDINATES (ANGSTROEM)
C  2.057  0.128  0.260
C  0.403  0.446  0.308
C  -1.140  -0.071  -0.235
O  2.466  -0.791  -0.497
O  -2.000  0.201  0.726
O  -1.389  -0.554  -1.300
H  0.242  0.530  1.386
H  0.416  1.476  -0.067
H  -2.903  -0.045  0.462
H  1.848  -1.321  -1.043

Properties
- orbital gap (eV) = 9.4
- E_LUMO (Ha) = 0.020


## iii
Here is a single C3H4O3 molecule from the OMol25 dataset. Energies are from wB97M-V/def2-TZVPD.

CARTESIAN COORDINATES (ANGSTROEM)
O  -0.208  1.834  -0.845
C  -0.103  1.422  0.492
C  -0.004  -0.024  0.837
O  -0.052  -0.697  -0.319
C  0.152  -2.081  -0.261
O  0.930  -2.612  0.458
H  -0.052  1.058  -1.400
H  0.782  1.866  0.984
H  -0.963  1.797  1.070
H  -0.482  -2.563  -1.017

Properties
- orbital gap (eV) = 9.5
- E_LUMO (Ha) = 0.002


Order from most stable to least stable according to the calculation: i, iii, ii